(1)
ORCA calculation (wB97M-V/def2-TZVPD) on a molecular structure, C39H44IIrN2O2PS2Si2 at a distorted geometry.

The expectation value of S² is 6.02. The spin multiplicity is 5. For the HOMO energy (alpha / beta), the calculation gives -9.8 / -10.9 eV. The LUMO energy (alpha / beta) comes out at -0.101 / -0.197 hartree. The orbital gap (alpha / beta) comes out at 7.071 / 5.523 eV. The calculation puts the electronic energy at -3890.92452 Eh. The value obtained for the molar mass is 1043.2 g/mol. Its total charge is +1. The value obtained for the energy above the lowest of the compared OMol25 structures with the same formula, charge and spin is 23.1 kcal/mol.

The geometry in XYZ format:
```
94
Properties=species:S:1:pos:R:3:lowdin_spin:R:1
Ir 1.025 -0.186 0.627 1.94
I 0.784 -1.651 3.093 0.14
C -1.130 -1.127 3.565 0.02
C -1.149 -0.769 4.889 0.01
C -2.399 -0.458 5.519 0.00
C -3.525 -0.644 4.814 0.00
C -3.494 -1.084 3.484 0.00
C -4.684 -1.361 2.794 0.00
C -4.701 -1.974 1.563 0.00
C -3.504 -2.072 0.834 0.01
C -2.301 -1.662 1.375 0.03
P -1.024 -1.219 0.042 0.09
C -2.143 -0.271 -1.039 0.01
C -1.911 -0.270 -2.445 0.00
C -2.722 0.444 -3.328 0.00
C -3.763 1.101 -2.768 0.00
C -4.111 1.058 -1.444 0.00
C -3.183 0.467 -0.511 0.01
C -0.950 -2.885 -0.738 0.01
C 0.029 -3.695 -0.158 0.01
C 0.130 -5.013 -0.669 0.00
C -0.675 -5.533 -1.632 0.00
C -1.664 -4.661 -2.226 0.00
C -1.798 -3.398 -1.764 0.00
C -2.298 -1.280 2.738 0.00
H -0.244 -0.687 5.474 0.00
H -2.500 -0.103 6.546 0.00
H -4.526 -0.490 5.246 0.00
H -5.701 -1.157 3.328 0.00
H -5.661 -2.372 1.163 0.00
H -3.610 -2.251 -0.214 0.00
H -1.076 -0.948 -2.772 0.00
H -2.613 0.367 -4.401 0.00
H -4.546 1.585 -3.389 0.00
H -5.001 1.450 -1.050 0.00
H -3.444 0.429 0.507 0.00
H 0.600 -3.238 0.653 0.01
H 0.952 -5.692 -0.254 0.00
H -0.576 -6.570 -1.991 0.00
H -2.364 -4.943 -3.044 0.00
H -2.571 -2.793 -2.147 0.00
O 0.514 1.414 -4.385 0.01
C -0.164 2.588 -4.061 0.01
C -0.516 3.432 -5.162 0.00
C -1.211 4.564 -4.891 0.01
C -1.494 4.959 -3.633 0.00
C -1.123 4.216 -2.548 0.01
C -0.470 2.991 -2.757 0.02
C -0.110 2.051 -1.554 0.04
O 0.460 0.931 -1.778 0.17
N -0.418 2.616 -0.307 0.39
N 0.036 1.998 0.793 0.19
C -0.269 2.537 1.925 0.12
S -1.376 3.839 1.886 0.09
C -1.144 4.009 3.682 0.01
C -0.959 2.680 4.284 0.01
S 0.365 1.903 3.359 0.10
H 0.617 0.962 -3.550 0.00
H -0.259 3.061 -6.092 0.00
H -1.632 5.305 -5.602 0.00
H -2.083 5.884 -3.548 0.00
H -1.380 4.484 -1.540 0.00
H -2.095 4.496 3.930 0.00
H -0.359 4.672 3.833 0.00
H -1.868 2.149 4.302 0.00
H -0.583 2.810 5.311 0.00
C 2.193 -2.398 -2.351 0.00
Si 3.363 -1.815 -1.000 0.05
C 5.098 -1.623 -1.820 0.01
C 3.355 -3.101 0.334 0.01
C 2.973 -0.064 -0.246 0.29
Si 4.095 0.835 0.870 0.07
C 4.821 -0.342 2.144 0.00
C 3.385 2.334 1.751 0.01
C 5.436 1.469 -0.313 0.03
H 2.374 -1.764 -3.231 0.00
H 1.172 -2.159 -2.094 0.00
H 2.347 -3.461 -2.608 0.00
H 5.611 -2.571 -2.022 0.00
H 5.838 -1.114 -1.183 0.00
H 5.014 -1.051 -2.745 0.00
H 2.937 -4.005 -0.111 0.00
H 2.617 -2.797 1.091 0.01
H 4.377 -3.390 0.666 0.00
H 2.605 0.610 -1.048 0.02
H 3.964 -0.848 2.562 0.00
H 5.311 0.281 2.900 0.00
H 5.545 -1.065 1.733 0.00
H 2.863 2.147 2.733 0.00
H 2.736 3.049 1.220 0.00
H 4.269 2.912 2.034 0.00
H 5.388 1.067 -1.261 0.00
H 6.491 1.254 0.000 0.00
H 5.380 2.613 -0.178 0.00
```

(2)
ORCA calculation (wB97M-V/def2-TZVPD) on a molecular structure, C39H44O2OsP2.

The expectation value of S² is 6.07. The spin multiplicity is 5. For the HOMO energy (alpha / beta), the calculation gives -13.1 / -13.2 eV. The LUMO energy (alpha / beta) comes out at -0.225 / -0.324 hartree. The orbital gap (alpha / beta) comes out at 6.972 / 4.421 eV. The calculation puts the electronic energy at -2435.84775 Eh. The value obtained for the molar mass is 797.0 g/mol. Its total charge is +2.

The geometry in XYZ format:
```
88
Properties=species:S:1:pos:R:3:lowdin_spin:R:1
Os -0.171 0.691 0.322 2.40
C 5.821 0.033 0.852 0.00
C 4.729 0.360 1.647 0.00
C 3.499 0.595 1.060 0.01
C 3.351 0.500 -0.325 0.01
C 4.451 0.189 -1.120 0.00
C 5.683 -0.047 -0.526 0.00
P 1.751 0.958 -1.014 0.05
C 1.576 0.200 -2.642 0.02
C 1.967 -1.122 -2.856 0.00
C 1.758 -1.714 -4.092 0.00
C 1.158 -0.989 -5.115 0.00
C 0.773 0.327 -4.905 0.00
C 0.981 0.925 -3.671 0.01
C 1.827 2.730 -1.261 0.00
C 2.865 3.380 -1.879 0.02
C 2.812 4.776 -2.045 -0.01
C 1.725 5.476 -1.591 0.02
C 0.648 4.820 -0.948 0.00
C -0.473 5.532 -0.457 0.09
C -1.485 4.868 0.180 0.00
C -1.424 3.473 0.354 0.08
C -0.356 2.709 -0.088 0.03
C 0.697 3.420 -0.775 0.03
H 6.783 -0.153 1.308 0.00
H 4.841 0.433 2.720 0.00
H 2.648 0.855 1.685 0.01
H 4.357 0.133 -2.196 0.00
H 6.536 -0.291 -1.143 0.00
H 2.449 -1.683 -2.066 0.00
H 2.076 -2.733 -4.263 0.00
H 1.003 -1.449 -6.081 0.00
H 0.314 0.892 -5.704 0.00
H 0.686 1.956 -3.515 0.00
H 3.726 2.829 -2.236 0.00
H 3.632 5.291 -2.524 0.00
H 1.681 6.550 -1.713 0.00
H -0.515 6.606 -0.589 0.00
H -2.340 5.414 0.556 0.00
H -2.259 3.012 0.862 0.00
C -4.723 0.858 0.871 0.00
C -3.293 0.810 1.305 0.01
O -2.426 0.634 0.447 0.09
C -2.955 0.955 2.740 0.11
C -3.953 1.061 3.681 0.03
C -3.665 1.176 5.054 0.24
C -2.342 1.194 5.510 -0.01
C -1.314 1.099 4.612 0.17
C -1.574 0.974 3.201 0.09
O -0.585 0.888 2.423 0.38
H -4.763 0.821 -0.214 0.00
H -5.210 1.767 1.225 0.00
H -5.274 0.008 1.281 0.00
H -4.990 1.052 3.376 0.00
H -4.479 1.251 5.760 0.01
H -2.139 1.285 6.567 0.00
H -0.277 1.116 4.916 0.01
C 0.281 -4.503 -0.112 0.00
C 0.622 -3.023 -0.317 0.01
C 1.947 -2.719 0.384 0.00
P -0.693 -1.802 0.114 0.04
C -2.016 -1.905 -1.183 0.00
C -1.758 -0.932 -2.334 0.02
C -2.281 -3.294 -1.764 0.00
C -1.492 -2.298 1.704 0.01
C -0.458 -2.419 2.825 0.00
C -2.428 -3.508 1.665 0.00
H 1.090 -5.102 -0.533 0.00
H -0.641 -4.815 -0.592 0.00
H 0.223 -4.750 0.947 0.00
H 0.743 -2.849 -1.393 0.00
H 1.926 -3.059 1.419 0.00
H 2.197 -1.661 0.387 0.00
H 2.759 -3.253 -0.113 0.00
H -2.915 -1.579 -0.648 0.00
H -0.911 -1.260 -2.938 0.00
H -1.565 0.096 -2.008 0.01
H -2.634 -0.900 -2.984 0.00
H -1.406 -3.680 -2.288 0.00
H -3.085 -3.216 -2.498 0.00
H -2.588 -4.024 -1.019 0.00
H -2.117 -1.429 1.931 0.00
H 0.100 -3.351 2.750 0.00
H -0.962 -2.425 3.793 0.00
H 0.262 -1.596 2.823 0.00
H -1.894 -4.436 1.470 0.00
H -3.212 -3.399 0.917 0.00
H -2.915 -3.610 2.636 0.00
```

(3)
ORCA calculation (wB97M-V/def2-TZVPD) on a molecular structure, C39H45AsIN5O3Ti at a distorted geometry.

For the HOMO energy (alpha / beta), the calculation gives -5.5 / -4.5 eV. The LUMO energy (alpha / beta) comes out at 0.009 / -0.018 hartree. The orbital gap (alpha / beta) comes out at 5.763 / 3.982 eV. The calculation puts the electronic energy at -5395.56931 Eh. The value obtained for the molar mass is 881.5 g/mol. The value obtained for the energy above the lowest of the compared OMol25 structures with the same formula, charge and spin is 72.8 kcal/mol.

The geometry in XYZ format:
```
95
Properties=species:S:1:pos:R:3:mulliken_charge:R:1
Ti 0.402 0.402 1.066 -1.65
C -0.462 -2.122 3.967 -1.05
N 0.054 -0.771 3.977 1.52
C -0.727 0.084 4.846 -1.31
C 1.470 -0.733 4.168 -0.50
C 2.008 -0.620 5.441 -0.48
C 3.377 -0.672 5.664 -1.01
C 4.211 -0.897 4.584 -0.89
C 3.686 -1.002 3.303 -1.18
C 2.322 -0.854 3.052 0.48
N 1.748 -0.868 1.757 1.63
C 2.509 -1.260 0.611 0.07
C 3.737 -0.699 0.260 -0.26
C 4.410 -1.072 -0.891 -1.21
C 3.850 -2.017 -1.738 -0.79
C 2.610 -2.557 -1.433 -0.13
C 1.926 -2.187 -0.273 -0.52
N 0.656 -2.738 0.044 1.45
C 0.737 -3.706 1.126 -1.46
C -0.123 -3.238 -1.067 -1.53
H -0.469 -2.573 4.973 0.38
H 0.136 -2.749 3.311 0.13
H -1.493 -2.117 3.601 0.12
H -0.861 -0.340 5.855 0.42
H -1.724 0.221 4.416 0.11
H -0.261 1.062 4.935 0.44
H 1.334 -0.493 6.278 0.38
H 3.776 -0.566 6.664 0.42
H 5.280 -0.994 4.723 0.41
H 4.361 -1.210 2.490 0.65
H 4.135 0.097 0.871 0.79
H 5.355 -0.604 -1.133 0.38
H 4.365 -2.324 -2.640 0.50
H 2.167 -3.284 -2.098 0.37
H 1.179 -4.654 0.783 0.38
H -0.260 -3.917 1.519 0.36
H 1.350 -3.309 1.931 0.29
H -1.156 -3.377 -0.743 0.22
H -0.126 -2.515 -1.883 0.49
H 0.239 -4.207 -1.446 0.37
N -3.270 -1.485 1.541 -0.34
C -2.553 -0.366 1.321 0.03
O -1.322 -0.445 1.383 0.40
C -3.298 0.872 0.882 -0.55
C -2.617 2.164 1.104 -1.56
H -2.771 -2.279 1.914 0.24
H -4.241 -1.404 1.791 0.24
H -4.274 0.855 1.376 0.65
H -3.524 0.630 -0.187 0.02
H -3.202 3.004 1.450 0.37
H -1.698 2.392 0.580 0.11
O -0.413 0.198 -0.893 3.75
As -0.833 0.802 -2.389 0.01
C -1.953 2.331 -2.337 0.35
C -3.296 2.208 -2.672 -0.17
C -4.116 3.327 -2.614 -0.74
C -3.586 4.554 -2.246 -0.57
C -2.238 4.672 -1.931 -0.76
C -1.414 3.560 -1.964 -0.38
C 0.640 1.129 -3.532 -0.26
C 0.554 2.067 -4.551 -0.59
C 1.638 2.233 -5.404 -0.80
C 2.782 1.466 -5.230 -0.62
C 2.854 0.532 -4.203 -0.67
C 1.782 0.364 -3.343 0.25
C -1.815 -0.621 -3.202 -0.18
C -1.429 -1.108 -4.444 -0.36
C -2.092 -2.206 -4.986 -0.81
C -3.128 -2.804 -4.288 -0.66
C -3.512 -2.315 -3.045 -0.93
C -2.852 -1.226 -2.497 0.02
H -3.707 1.255 -2.979 0.33
H -5.164 3.238 -2.867 0.42
H -4.227 5.425 -2.206 0.39
H -1.828 5.629 -1.636 0.42
H -0.370 3.645 -1.688 0.29
H -0.334 2.677 -4.678 0.42
H 1.589 2.967 -6.198 0.42
H 3.628 1.606 -5.890 0.40
H 3.753 -0.051 -4.051 0.41
H 1.849 -0.331 -2.519 0.09
H -0.615 -0.647 -4.987 0.45
H -1.789 -2.591 -5.950 0.43
H -3.639 -3.660 -4.711 0.41
H -4.317 -2.787 -2.497 0.44
H -3.132 -0.871 -1.512 0.30
N -0.230 3.757 2.882 -0.44
C 0.692 2.731 3.051 0.16
O 0.283 1.632 2.392 1.31
C 1.831 2.785 3.745 -1.28
I 1.962 2.345 -0.220 -0.36
H -1.155 3.419 2.633 0.05
H -0.221 4.455 3.609 0.25
H 2.513 1.950 3.755 0.16
H 2.095 3.695 4.265 0.25
```

(4)
ORCA calculation (wB97M-V/def2-TZVPD) on a molecular structure, C39H45Br2IrN2O at a distorted geometry.

The expectation value of S² is 1.20. The spin multiplicity is 2. For the HOMO energy (alpha / beta), the calculation gives -10.3 / -10.4 eV. The LUMO energy (alpha / beta) comes out at -0.160 / -0.172 hartree. The orbital gap (alpha / beta) comes out at 5.984 / 5.740 eV. The calculation puts the electronic energy at -6949.94194 Eh. The value obtained for the molar mass is 909.8 g/mol. Its total charge is +1. The value obtained for the energy above the lowest of the compared OMol25 structures with the same formula, charge and spin is 89.6 kcal/mol.

The geometry in XYZ format:
```
90
Properties=species:S:1:pos:R:3:lowdin_spin:R:1
Ir 0.497 0.081 0.398 0.50
C -0.926 0.730 -1.138 -0.04
C -1.643 -0.422 -0.745 -0.09
C -1.166 -1.517 -1.645 -0.12
C -0.405 -0.915 -2.660 0.00
C -0.238 0.426 -2.397 -0.16
C 0.391 1.481 -3.260 -0.02
C 1.436 2.274 -2.456 -0.01
C 1.045 0.888 -4.506 0.00
C -0.733 2.442 -3.699 -0.01
C -1.173 -3.038 -1.468 -0.01
C -0.433 -3.715 -2.632 0.00
C -2.561 -3.693 -1.412 -0.01
C -0.420 -3.362 -0.160 -0.01
C -3.079 -0.326 -0.192 -0.01
C -3.432 -1.252 0.974 0.00
C -3.424 1.106 0.237 0.00
C -3.992 -0.652 -1.389 -0.01
H -1.249 1.742 -0.963 0.00
H -0.006 -1.425 -3.520 0.00
H 2.150 1.614 -1.963 0.00
H 0.964 2.893 -1.690 0.00
H 1.987 2.936 -3.127 0.00
H 1.907 0.269 -4.250 0.00
H 1.395 1.693 -5.153 0.00
H 0.341 0.281 -5.079 0.00
H -1.168 2.970 -2.849 0.00
H -1.531 1.907 -4.219 0.00
H -0.319 3.188 -4.379 0.00
H -0.922 -3.512 -3.587 0.00
H -0.448 -4.794 -2.477 0.00
H 0.609 -3.403 -2.700 0.00
H -3.092 -3.568 -2.358 0.00
H -3.188 -3.318 -0.614 0.00
H -2.426 -4.764 -1.249 0.00
H 0.459 -2.729 -0.038 0.00
H -0.086 -4.402 -0.182 0.00
H -1.064 -3.220 0.709 0.00
H -2.868 -1.005 1.856 0.00
H -3.261 -2.303 0.761 0.00
H -4.491 -1.131 1.211 0.00
H -2.776 1.464 1.035 0.00
H -4.449 1.120 0.608 0.00
H -3.374 1.807 -0.598 0.00
H -3.853 -1.664 -1.757 0.00
H -3.802 0.037 -2.217 0.00
H -5.035 -0.539 -1.085 0.00
C 2.610 -1.798 -2.294 0.00
C 3.404 -0.954 -1.363 0.00
C 4.792 -0.824 -1.606 0.00
C 5.598 -0.207 -0.705 0.00
C 5.040 0.268 0.500 0.00
C 5.778 0.830 1.571 0.02
Br 7.649 1.031 1.432 0.00
C 5.153 1.225 2.715 0.00
C 3.756 1.100 2.831 0.02
Br 2.906 1.647 4.420 0.01
C 2.998 0.589 1.811 -0.01
O 1.676 0.478 1.889 0.07
C 3.646 0.156 0.642 0.00
N 2.824 -0.415 -0.302 0.00
H 2.920 -1.658 -3.329 0.00
H 1.557 -1.589 -2.189 0.00
H 2.783 -2.849 -2.044 0.00
H 5.198 -1.241 -2.518 0.00
H 6.660 -0.101 -0.884 0.00
H 5.720 1.641 3.536 0.00
C -0.467 4.924 2.656 0.12
C -0.614 4.041 3.718 -0.01
C -0.623 2.679 3.505 0.10
C -0.530 2.155 2.194 0.02
C -0.274 3.066 1.146 0.09
C -0.258 4.424 1.373 -0.01
N -0.593 0.799 1.936 0.39
C -1.044 -0.080 2.938 0.02
C -0.490 -1.359 3.056 0.06
C -0.927 -2.222 4.044 0.00
C -1.948 -1.845 4.908 0.07
C -2.542 -0.599 4.764 -0.01
C -2.100 0.277 3.790 0.06
H -0.473 5.991 2.830 0.01
H -0.705 4.421 4.728 0.00
H -0.639 2.008 4.349 0.00
H -0.085 2.674 0.163 0.00
H -0.077 5.104 0.551 0.00
H 0.317 -1.647 2.400 0.00
H -0.470 -3.199 4.138 0.00
H -2.288 -2.524 5.679 0.00
H -3.366 -0.312 5.404 0.00
H -2.618 1.214 3.637 0.00
```